1.
Formula: C5H9NO
Source: the OMol25 dataset
Level of theory: ωB97M-V with the def2-TZVPD basis set

The geometry in ORCA input format:
```
! RIJCOSX wB97M-V def2-TZVPD def2/J DEFGRID3
* xyz 1 2
H -1.532 -2.196 -1.358
H -0.312 -2.734 1.045
H -1.662 2.556 -0.811
H -0.970 3.562 -1.690
C 0.032 -0.597 -1.527
H 2.037 0.055 2.066
N 0.681 0.021 -0.472
H -0.270 -0.083 -2.454
C -0.147 -1.877 0.371
H 0.363 0.938 2.071
H 0.571 -0.690 2.885
C 0.644 -0.753 0.697
C 0.898 -0.028 1.988
O -0.950 2.658 -1.433
H 1.236 0.859 -0.469
C -0.617 -1.691 -0.910
*
```

As for the expectation value of S²: 0.764. The calculation puts the HOMO energy (alpha / beta) at -14.46 / -14.93 eV. As for the energy relative to the best compared isomer or geometry (same formula, charge and spin): 0.3857 eV. For the gap between HOMO and LUMO (alpha / beta), the calculation gives 10.68 / 7.73 eV.

natural (NBO) population analysis, charges in e, atoms 1 to 5:
1 H 0.2754
2 H 0.2731
3 H 0.4748
4 H 0.4871
5 C 0.1839

=====

2.
Formula: C5H9NO2
Source: the OMol25 dataset
Level of theory: ωB97M-V with the def2-TZVPD basis set

The geometry in ORCA input format:
```
! RIJCOSX wB97M-V def2-TZVPD def2/J DEFGRID3
* xyz 0 1
H 0.208 -2.068 -1.031
H 0.908 -1.258 -2.444
H -2.784 -0.537 1.313
C 0.880 1.637 -0.236
H 2.070 1.011 2.603
H 1.564 2.382 -0.607
H 0.759 -0.182 -1.030
H -0.099 1.693 -0.682
C 1.019 1.201 1.039
C -1.864 -0.985 0.973
N 0.187 0.289 1.629
C 0.263 -1.120 -1.574
C -0.728 -0.364 1.114
O -0.991 -0.708 -2.061
O 2.105 1.519 1.781
H -1.573 -0.548 -1.302
H -1.925 -1.960 0.517
*
```

The SMILES is C=C=NC(=C)O.CO. The calculation puts the HOMO energy at -8.77 eV. As for the energy relative to the best compared isomer or geometry (same formula, charge and spin): 3.8346 eV. For the gap between HOMO and LUMO, the calculation gives 8.92 eV.

natural (NBO) population analysis, charges in e, atoms 1 to 5:
1 H 0.1600
2 H 0.1880
3 H 0.2561
4 C -0.5360
5 H 0.4908

=====

3.
Formula: C5H9NO2
Source: the OMol25 dataset
Level of theory: ωB97M-V with the def2-TZVPD basis set

The geometry in ORCA input format:
```
! RIJCOSX wB97M-V def2-TZVPD def2/J DEFGRID3
* xyz 0 1
N 2.788 -0.392 -1.460
O -2.231 0.612 -0.955
C -1.602 -0.099 -0.184
H -0.016 1.262 0.190
H 0.739 -1.695 0.162
H 3.867 0.594 0.028
H 2.493 -0.126 1.812
H 0.334 0.355 -1.225
C 2.075 -0.258 0.823
H -7.165 1.322 0.125
H 0.264 -0.890 1.607
H -6.783 0.748 0.387
H 3.521 -0.058 -2.083
C 0.752 -0.702 0.650
C -0.089 0.275 -0.230
C 2.990 0.007 -0.288
O -1.936 -0.956 0.640
*
```

The calculation puts the HOMO energy at -8.62 eV. As for the energy relative to the best compared isomer or geometry (same formula, charge and spin): 5.8607 eV. For the gap between HOMO and LUMO, the calculation gives 4.94 eV.

natural (NBO) population analysis, charges in e, atoms 1 to 5:
1 N -0.4757
2 O -0.5948
3 C 0.7597
4 H 0.2200
5 H 0.3103

=====

4.
Formula: C5H9NO2
Source: the OMol25 dataset
Level of theory: ωB97M-V with the def2-TZVPD basis set

The geometry in ORCA input format:
```
! RIJCOSX wB97M-V def2-TZVPD def2/J DEFGRID3
* xyz 0 1
C 0.132 -0.301 -0.510
H 0.167 -1.302 -2.226
C 0.781 0.419 0.429
O -1.215 -2.251 -0.531
N 0.517 -0.419 -1.840
H -1.873 0.468 1.171
H -2.930 0.003 -0.174
O 0.532 0.323 1.786
H 1.756 2.290 0.775
H 1.525 -0.352 -1.956
C -2.225 -0.373 0.572
C -1.100 -1.090 -0.135
H 0.251 -0.587 1.995
H 2.838 0.997 0.217
C 1.841 1.430 0.102
H 1.736 1.818 -0.917
H -2.733 -1.072 1.242
*
```

The SMILES is CC(=O)/C(N)=C(/C)O. The calculation puts the HOMO energy at -7.94 eV. As for the energy relative to the best compared isomer or geometry (same formula, charge and spin): 1.2596 eV. For the gap between HOMO and LUMO, the calculation gives 8.60 eV.

natural (NBO) population analysis, charges in e, atoms 1 to 5:
1 C -0.0425
2 H 0.3956
3 C 0.2833
4 O -0.5504
5 N -0.8125

=====

5.
Formula: C5H9NO2
Source: the OMol25 dataset
Level of theory: ωB97M-V with the def2-TZVPD basis set

The geometry in ORCA input format:
```
! RIJCOSX wB97M-V def2-TZVPD def2/J DEFGRID3
* xyz 0 1
C 1.771 0.617 -0.357
H 4.253 0.159 1.870
H 0.561 0.018 1.280
H 3.962 -0.436 1.406
O 2.169 1.688 0.207
C -2.601 0.163 -0.051
C 0.396 0.191 0.259
H 0.162 -1.868 -0.564
O 2.342 -0.231 -1.089
H -3.521 -0.117 0.365
H -0.271 -0.538 -1.550
H -2.573 -1.934 -0.149
C -1.917 -1.058 -0.327
H -0.223 1.114 0.189
C -0.408 -0.951 -0.578
N -2.378 1.468 -0.129
H -1.725 1.714 -0.782
*
```

The calculation puts the HOMO energy at -8.65 eV. As for the energy relative to the best compared isomer or geometry (same formula, charge and spin): 7.5360 eV. For the gap between HOMO and LUMO, the calculation gives 4.15 eV.

natural (NBO) population analysis, charges in e, atoms 1 to 5:
1 C 0.7458
2 H -0.0022
3 H 0.2361
4 H 0.0009
5 O -0.6162

=====

6.
Formula: C5H9NO2
Source: the OMol25 dataset
Level of theory: ωB97M-V with the def2-TZVPD basis set

The geometry in ORCA input format:
```
! RIJCOSX wB97M-V def2-TZVPD def2/J DEFGRID3
* xyz 0 1
C 0.533 -0.370 0.174
N 1.683 0.438 0.577
H 1.602 -1.974 -0.665
H 1.571 1.417 0.336
C -0.691 0.255 0.663
H -1.797 1.294 2.099
H -0.220 -2.200 -0.511
C -0.839 0.896 1.815
H 3.307 -0.578 0.697
O 2.926 0.021 0.041
H -0.016 0.993 2.499
C 0.647 -1.581 -0.362
O -1.829 0.004 -0.151
H -0.889 -0.236 -2.001
C -1.723 0.291 -1.529
H -2.658 -0.038 -1.983
H -1.607 1.368 -1.699
*
```

The SMILES is C=C(NO)C(=C)OC. The calculation puts the HOMO energy at -8.64 eV. As for the energy relative to the best compared isomer or geometry (same formula, charge and spin): 3.9363 eV. For the gap between HOMO and LUMO, the calculation gives 9.51 eV.

natural (NBO) population analysis, charges in e, atoms 1 to 5:
1 C 0.0709
2 N -0.3262
3 H 0.2158
4 H 0.3619
5 C 0.2553

=====

7.
Formula: C5H9NO2
Source: the OMol25 dataset
Level of theory: ωB97M-V with the def2-TZVPD basis set

The geometry in ORCA input format:
```
! RIJCOSX wB97M-V def2-TZVPD def2/J DEFGRID3
* xyz 0 1
C 0.258 -0.222 1.886
H -1.721 -0.616 -1.741
O 1.487 -2.245 2.140
N -1.562 0.336 -1.910
H -2.067 0.730 -2.637
H -1.105 1.356 0.983
H 1.208 0.391 2.020
C -0.458 0.403 0.693
C -0.316 0.941 -1.739
H 1.180 -0.208 -0.513
C 0.461 -1.771 1.818
C 0.417 0.588 -0.486
H 1.197 1.472 -0.298
H -1.237 -0.412 0.372
O 0.011 1.919 -2.402
H -0.444 -2.144 1.356
H -0.235 0.052 2.886
*
```

The SMILES is NC(=O)CCCC=O. The calculation puts the HOMO energy at -10.00 eV. As for the energy relative to the best compared isomer or geometry (same formula, charge and spin): 1.6345 eV. For the gap between HOMO and LUMO, the calculation gives 10.65 eV.

natural (NBO) population analysis, charges in e, atoms 1 to 5:
1 C -0.5395
2 H 0.3843
3 O -0.4842
4 N -0.8303
5 H 0.3936

=====

8.
Formula: C5H9NO2
Source: the OMol25 dataset
Level of theory: ωB97M-V with the def2-TZVPD basis set

The geometry in ORCA input format:
```
! RIJCOSX wB97M-V def2-TZVPD def2/J DEFGRID3
* xyz 0 1
H 0.820 -0.337 0.954
H 1.466 -1.137 -1.096
O 3.279 -1.279 -0.732
H 0.467 0.967 -0.166
H -3.943 1.868 -0.115
C -3.369 0.972 0.054
C -1.205 -0.016 0.449
H -3.771 -0.032 -0.005
H 4.599 -0.520 0.507
C -2.049 1.089 0.289
O 2.829 0.457 0.620
H -1.637 2.091 0.375
H -0.049 -1.773 -0.994
N 0.461 -0.891 -1.082
C 3.566 -0.422 0.138
H -1.633 -0.979 0.729
C 0.171 -0.058 0.079
*
```

The calculation puts the HOMO energy at -8.09 eV. As for the energy relative to the best compared isomer or geometry (same formula, charge and spin): 5.0856 eV. For the gap between HOMO and LUMO, the calculation gives 4.62 eV.

natural (NBO) population analysis, charges in e, atoms 1 to 5:
1 H 0.3433
2 H 0.4423
3 O -0.7647
4 H 0.2342
5 H 0.2252

=====

9.
Formula: C5H9NO2
Source: the OMol25 dataset
Level of theory: ωB97M-V with the def2-TZVPD basis set

The geometry in ORCA input format:
```
! RIJCOSX wB97M-V def2-TZVPD def2/J DEFGRID3
* xyz 0 1
H 2.281 -0.361 0.905
H 1.739 -1.230 -0.528
C 0.548 1.962 0.020
H -0.394 -2.317 -0.897
C -0.853 -0.441 0.017
H 2.608 0.316 -0.685
H -1.790 -2.290 0.186
H 1.545 2.397 0.062
H 0.003 2.354 -0.844
C 0.616 0.513 -0.035
C -0.779 -1.915 0.042
C 1.871 -0.240 -0.102
O -3.078 -0.453 0.059
H -0.146 -2.271 0.854
O -2.067 1.459 0.034
N -2.048 0.226 0.041
H -0.056 2.291 0.870
*
```

The SMILES is CC(C)=C(C)[N+](=O)[O-]. The calculation puts the HOMO energy (alpha / beta) at -8.49 / -8.63 eV. As for the energy relative to the best compared isomer or geometry (same formula, charge and spin): 6.0508 eV. For the gap between HOMO and LUMO (alpha / beta), the calculation gives 7.48 / 7.90 eV.

natural (NBO) population analysis, charges in e, atoms 1 to 5:
1 H 0.2542
2 H 0.2409
3 C -0.7235
4 H 0.2223
5 C 0.0735

=====

10.
Formula: C5H9NO2
Source: the OMol25 dataset
Level of theory: ωB97M-V with the def2-TZVPD basis set

The geometry in ORCA input format:
```
! RIJCOSX wB97M-V def2-TZVPD def2/J DEFGRID3
* xyz 0 1
N -2.266 1.111 -0.813
H 0.868 -2.809 2.529
H -0.299 -2.548 0.360
C 0.161 -1.642 0.745
H -0.485 -0.499 -0.811
C 1.307 0.522 0.026
C 0.021 -0.317 0.141
H 1.976 -0.028 -0.635
O -0.565 2.610 -1.163
C 1.078 -1.971 1.860
O 2.130 -1.406 2.053
C -1.421 1.819 -1.556
H 1.720 0.795 0.988
H 1.112 1.485 -0.462
H -1.448 1.675 -2.663
H -3.132 0.989 -1.326
H -0.756 0.215 0.726
*
```

The calculation puts the HOMO energy at -7.79 eV. As for the energy relative to the best compared isomer or geometry (same formula, charge and spin): 6.7253 eV. For the gap between HOMO and LUMO, the calculation gives 3.84 eV.

natural (NBO) population analysis, charges in e, atoms 1 to 5:
1 N -0.7972
2 H 0.1467
3 H 0.2110
4 C 0.1418
5 H 0.2819

=====

11.
Formula: C5H9NO2P
Source: the OMol25 dataset
Level of theory: ωB97M-V with the def2-TZVPD basis set

The geometry in ORCA input format:
```
! RIJCOSX wB97M-V def2-TZVPD def2/J DEFGRID3
* xyz 1 1
O 0.425 0.919 0.995
H -3.532 0.383 -0.609
N -2.551 0.301 -0.603
H 1.690 2.527 0.914
C 1.874 -1.515 -0.147
C 2.674 0.858 0.022
C 1.557 1.472 0.480
H 3.647 1.412 -0.089
P -0.043 -0.557 1.364
H -1.872 1.064 -0.675
C -1.755 -0.445 1.020
C 2.777 -0.568 -0.333
H 2.171 -2.601 -0.349
H 3.675 -0.781 -0.819
O 0.530 -1.393 0.156
H -2.191 0.154 1.872
H -2.201 -1.446 0.686
H -2.359 -0.409 -1.365
*
```

The calculation puts the HOMO energy at -12.14 eV. As for the energy relative to the best compared isomer or geometry (same formula, charge and spin): 1.1546 eV. For the gap between HOMO and LUMO, the calculation gives 7.21 eV.

natural (NBO) population analysis, charges in e, atoms 1 to 5:
1 O -0.8114
2 H 0.4324
3 N -0.8165
4 H 0.2165
5 C 0.1243

=====

12.
Formula: C5H9NO3
Source: the OMol25 dataset
Level of theory: ωB97M-V with the def2-TZVPD basis set

The geometry in ORCA input format:
```
! RIJCOSX wB97M-V def2-TZVPD def2/J DEFGRID3
* xyz 0 1
O 1.689 -1.218 -1.126
C 0.036 -1.154 1.416
H -0.759 2.122 -1.156
N -0.606 1.237 -1.631
C 1.532 -0.310 -0.354
H -0.172 -2.074 0.873
C -0.793 0.138 -0.736
O -2.443 1.500 0.387
C 0.254 0.004 0.445
H 3.365 0.227 -0.408
H 0.308 1.232 -2.066
C -2.019 0.401 0.143
H 0.407 0.955 0.959
H -0.878 -0.817 -1.261
H 0.928 -1.306 2.022
H -2.579 -0.511 0.419
H -0.802 -0.940 2.075
O 2.531 0.514 -0.002
*
```

The SMILES is C[C@@H](C(=O)O)[C@H](N)C=O. The calculation puts the HOMO energy at -9.44 eV. As for the energy relative to the best compared isomer or geometry (same formula, charge and spin): 1.2871 eV. For the gap between HOMO and LUMO, the calculation gives 10.05 eV.

natural (NBO) population analysis, charges in e, atoms 1 to 5:
1 O -0.6021
2 C -0.6116
3 H 0.3803
4 N -0.8242
5 C 0.8014

=====

13.
Formula: C5H9NO3
Source: the OMol25 dataset
Level of theory: ωB97M-V with the def2-TZVPD basis set

The geometry in ORCA input format:
```
! RIJCOSX wB97M-V def2-TZVPD def2/J DEFGRID3
* xyz 0 1
H 1.800 0.563 2.079
H 2.217 -0.229 -0.497
C 0.136 1.346 1.644
H 0.620 -0.609 -2.263
H -2.329 -0.501 -0.814
O 1.350 1.423 2.187
H -1.869 0.669 -2.064
N -0.378 0.326 -0.699
O 0.942 -0.873 1.008
C 1.475 -1.015 -0.310
H -2.204 1.244 -0.426
O -0.666 2.232 1.678
H -1.059 -0.455 1.360
C -0.138 0.001 0.993
C 0.292 -0.828 -1.246
H 1.938 -1.999 -0.376
C -1.776 0.430 -1.005
H -0.350 -1.726 -1.248
*
```

The SMILES is CN1CCO[C@H]1C(=O)O. The calculation puts the HOMO energy at -9.35 eV. As for the energy relative to the best compared isomer or geometry (same formula, charge and spin): 2.1374 eV. For the gap between HOMO and LUMO, the calculation gives 10.10 eV.

natural (NBO) population analysis, charges in e, atoms 1 to 5:
1 H 0.5017
2 H 0.1790
3 C 0.7493
4 H 0.2165
5 H 0.1601

=====

14.
Formula: C5H9NO3
Source: the OMol25 dataset
Level of theory: ωB97M-V with the def2-TZVPD basis set

The geometry in ORCA input format:
```
! RIJCOSX wB97M-V def2-TZVPD def2/J DEFGRID3
* xyz 0 1
H -1.041 -0.283 1.972
H 0.129 -1.646 0.032
C -1.877 0.045 -0.620
H -2.141 -1.756 0.054
H -2.502 0.940 -0.648
H 3.540 -1.339 -0.501
N -0.031 1.791 -0.539
C 0.368 -0.620 0.263
O -2.581 -0.901 0.120
H 0.257 1.666 -1.507
O 2.624 -1.558 -0.258
O 2.496 0.662 -0.107
C -0.230 0.166 1.417
H 0.467 0.750 2.001
H 0.759 2.180 -0.035
C 1.941 -0.416 -0.015
H -1.698 -0.280 -1.654
C -0.481 0.600 0.025
*
```

The SMILES is N[C@]1(CO)C[C@@H]1C(=O)O. The calculation puts the HOMO energy at -8.94 eV. As for the energy relative to the best compared isomer or geometry (same formula, charge and spin): 2.1925 eV. For the gap between HOMO and LUMO, the calculation gives 9.57 eV.

natural (NBO) population analysis, charges in e, atoms 1 to 5:
1 H 0.2428
2 H 0.2225
3 C -0.0535
4 H 0.4649
5 H 0.1884

=====

15.
Formula: C5H9NO3
Source: the OMol25 dataset
Level of theory: ωB97M-V with the def2-TZVPD basis set

The geometry in ORCA input format:
```
! RIJCOSX wB97M-V def2-TZVPD def2/J DEFGRID3
* xyz 0 1
C 0.142 0.720 -0.889
H 2.230 -1.392 -0.418
H 0.635 -1.955 -0.948
H -1.063 -0.766 -1.883
C -1.055 -0.306 0.476
H -2.220 0.517 1.738
C 1.181 -1.485 -0.135
O -1.504 -1.423 0.725
H 0.933 1.372 1.560
H 1.074 -2.135 0.734
H 1.663 -0.058 1.950
C -1.063 0.211 -1.425
N 1.420 0.563 1.190
H -1.760 0.916 -1.863
H -0.180 2.507 -1.411
C 0.628 -0.118 0.219
O 0.412 2.014 -0.825
O -1.473 0.819 1.203
*
```

The calculation puts the HOMO energy at -7.75 eV. As for the energy relative to the best compared isomer or geometry (same formula, charge and spin): 3.8352 eV. For the gap between HOMO and LUMO, the calculation gives 8.01 eV.

natural (NBO) population analysis, charges in e, atoms 1 to 5:
1 C 0.5321
2 H 0.2170
3 H 0.2259
4 H 0.2552
5 C 0.7372